DFT (ωB97M-V with the def2-TZVPD basis set) results for a structure of composition C60H36CdF15GeN9O2S.

Each line ends with the Löwdin charge.
Atoms and positions in Å:
Cd: -0.0434 0.8930 1.5175  1.375
C: -2.9679 0.8277 5.1172  -0.040
C: -4.1771 0.4438 4.5626  -0.050
C: -4.2192 0.0396 3.2367  -0.012
C: -3.0375 0.0152 2.5107  -0.234
N: -1.8834 0.4061 3.0462  0.052
C: -1.8417 0.8049 4.3119  -0.110
C: -2.9801 -0.4401 1.0851  -0.203
C: -4.0036 -1.1643 0.4952  0.004
C: -3.8935 -1.4926 -0.8440  -0.034
C: -2.7653 -1.1185 -1.5486  -0.004
C: -1.7464 -0.4577 -0.8757  -0.225
N: -1.8762 -0.1262 0.4090  0.096
C: -0.4646 -0.0783 -1.5469  -0.302
C: -0.0863 -0.6367 -2.7569  -0.008
C: 1.1185 -0.2554 -3.3240  -0.038
C: 1.9075 0.6697 -2.6661  -0.053
C: 1.4655 1.1560 -1.4499  -0.152
N: 0.3087 0.7965 -0.9062  0.000
H: -2.8960 1.1400 6.1504  0.109
H: -5.0842 0.4538 5.1546  0.111
H: -5.1596 -0.2285 2.7763  0.108
H: -0.8659 1.1031 4.6790  0.109
H: -4.8658 -1.4725 1.0673  0.112
H: -4.6891 -2.0361 -1.3386  0.119
H: -2.6886 -1.3307 -2.6054  0.102
H: -0.6980 -1.3877 -3.2379  0.110
H: 1.4400 -0.6862 -4.2643  0.115
H: 2.8580 0.9888 -3.0680  0.111
H: 2.0686 1.8530 -0.8785  0.118
C: 1.0783 5.1280 3.0229  -0.027
C: 0.4183 3.9612 2.3455  -0.281
N: 0.8634 2.7661 2.4128  -0.045
N: 1.9837 2.5316 3.1636  0.040
C: 2.0384 1.2663 3.5701  -0.499
O: 1.1729 0.3623 3.3540  -0.190
C: 3.2409 0.9299 4.3956  -0.159
C: 3.4691 -0.3965 4.7475  -0.027
C: 4.5986 -0.7406 5.4802  -0.075
C: 5.5020 0.2421 5.8647  -0.089
C: 5.2681 1.5697 5.5287  -0.083
C: 4.1408 1.9136 4.7978  -0.039
C: -0.8959 4.1505 1.6798  -0.253
C: -1.2882 5.3918 1.1957  -0.028
C: -2.5728 5.5449 0.7018  -0.058
C: -3.4323 4.4599 0.7185  -0.063
C: -2.9427 3.2506 1.1892  -0.164
N: -1.7079 3.0889 1.6500  0.086
H: 1.6897 4.7678 3.8439  0.064
H: 1.7410 5.6554 2.3285  0.091
H: 0.3349 5.8346 3.3912  0.078
H: 2.7495 -1.1428 4.4341  0.113
H: 4.7758 -1.7744 5.7448  0.100
H: 6.3898 -0.0275 6.4254  0.102
H: 5.9703 2.3364 5.8335  0.102
H: 3.9489 2.9419 4.5216  0.104
H: -0.5922 6.2208 1.1977  0.112
H: -2.8962 6.5020 0.3130  0.109
H: -4.4536 4.5341 0.3682  0.110
H: -3.5775 2.3670 1.1901  0.102
F: 1.3511 -5.0201 0.2330  0.075
C: 1.8571 -5.1312 1.4662  -0.254
C: 2.8007 -4.2247 1.9289  -0.135
C: 3.2177 -4.4051 3.2351  -0.213
F: 4.0932 -3.5631 3.8052  0.085
C: 2.7606 -5.4336 4.0377  -0.142
F: 3.2030 -5.5751 5.2913  0.118
C: 1.8282 -6.3152 3.5361  -0.136
F: 1.3610 -7.3027 4.3001  0.127
C: 1.3753 -6.1676 2.2394  -0.139
F: 0.4672 -7.0219 1.7578  0.117
Ge: 3.0860 -2.5587 0.8778  0.598
S: 1.1656 -1.6909 0.7051  0.214
C: 3.8558 -3.0663 -0.9005  -0.103
C: 4.0189 -4.3321 -1.4347  -0.208
F: 3.8422 -5.4298 -0.6895  0.103
C: 4.4103 -4.5419 -2.7456  -0.141
F: 4.5537 -5.7782 -3.2294  0.121
C: 4.6634 -3.4604 -3.5645  -0.138
F: 5.0376 -3.6500 -4.8303  0.126
C: 4.5402 -2.1806 -3.0624  -0.146
F: 4.7942 -1.1265 -3.8504  0.106
C: 4.1473 -2.0125 -1.7506  -0.230
F: 4.0541 -0.7461 -1.3096  0.073
C: 4.6532 -1.5865 1.5695  -0.128
C: 4.7018 -0.2036 1.6385  -0.238
F: 3.6600 0.5408 1.2498  0.071
C: 5.8273 0.4721 2.0667  -0.146
F: 5.8685 1.8060 2.0833  0.123
C: 6.9347 -0.2506 2.4660  -0.135
F: 8.0166 0.3853 2.9131  0.129
C: 6.9317 -1.6296 2.3846  -0.139
F: 8.0183 -2.3187 2.7432  0.122
C: 5.8022 -2.2697 1.9186  -0.229
F: 5.8542 -3.6064 1.7999  0.096
C: -6.1823 -1.9184 -8.3825  -0.050
C: -6.0588 -1.2117 -7.0572  -0.280
C: -4.8282 -1.0088 -6.4507  -0.039
C: -4.7147 -0.3879 -5.2104  -0.037
C: -5.8509 0.0770 -4.5572  -0.247
N: -5.8239 0.6832 -3.2820  0.137
C: -4.8191 1.3700 -2.6238  -0.520
O: -4.8602 1.5181 -1.4159  0.060
N: -3.8422 1.8789 -3.4406  0.149
C: -2.6766 2.5681 -3.0525  -0.187
C: -1.8508 3.0864 -4.0425  -0.012
C: -0.6964 3.7538 -3.6752  -0.056
C: -0.3910 3.8650 -2.3268  -0.148
N: -1.1652 3.3522 -1.3764  0.095
C: -2.2884 2.7328 -1.7262  -0.091
C: -7.0926 -0.1160 -5.1607  -0.022
C: -7.1903 -0.7548 -6.3821  -0.040
H: -5.2054 -2.2069 -8.7685  0.074
H: -6.6661 -1.2819 -9.1260  0.082
H: -6.7862 -2.8223 -8.2854  0.083
H: -3.9279 -1.3557 -6.9456  0.114
H: -3.7398 -0.3095 -4.7462  0.100
H: -6.6280 0.5382 -2.6946  0.148
H: -4.0260 1.8498 -4.4303  0.128
H: -2.1140 2.9705 -5.0896  0.116
H: -0.0365 4.1681 -4.4255  0.105
H: 0.5124 4.3721 -2.0010  0.110
H: -2.8969 2.3256 -0.9344  0.069
H: -7.9869 0.2409 -4.6615  0.115
H: -8.1691 -0.8966 -6.8272  0.118

Atoms 1-2, force components in eV/Å:
Cd -0.024 -0.547 -0.012
C -0.082 -0.011 0.047

Computed properties:
E_LUMO	-0.0174	Ha
maximum force	0.578	eV Å⁻¹
gap between HOMO and LUMO	0.25251	Eh
energy above the lowest of the compared OMol25 structures with the same formula, charge and spin	0.584	eV
highest occupied orbital energy	-0.2699	Ha